(1)
Density functional theory data (ωB97M-V/def2-TZVPD) for an isolated ion of composition C4H12NS and charge +1 in a non-equilibrium geometry.

Each line ends with the Löwdin charge.
Element x y z (Å)
C1 0.89011 -1.23089 -0.81577  -0.117
C2 0.18614 0.08583 -1.06273  -0.663
S1 -1.23035 0.25359 -2.21171  0.815
N1 -0.19724 0.79356 0.28337  -0.218
C3 -1.32059 0.03122 0.87638  -0.046
C4 0.95470 0.93993 1.23835  0.029
H1 1.13410 -1.75976 -1.86174  0.148
H2 1.85593 -1.12464 -0.28740  0.083
H3 0.32846 -2.00927 -0.21385  0.098
H4 0.98854 0.70339 -1.69083  0.152
H5 -2.05063 -0.78308 -1.71583  -0.066
H6 -0.54577 1.78059 -0.00134  0.208
H7 -1.94531 -0.30425 -0.02251  0.045
H8 -0.79333 -0.88663 1.43009  0.150
H9 -1.89026 0.63881 1.65365  0.134
H10 1.29419 0.01219 1.42971  0.056
H11 1.74303 1.49054 0.86011  0.098
H12 0.59829 1.36888 2.11205  0.096

Properties
Gap between HOMO and LUMO in eV: 10.93
Total charge: +1
HOMO in eV: -14.09
Structure (SMILES): C[C@@H](S)[NH+](C)C
LUMO in eV: -3.16
Energy above the lowest of the compared OMol25 structures with the same formula, charge and spin in kJ/mol: 166.39

***

(2)
Density functional theory data (ωB97M-V/def2-TZVPD) for an isolated ion of composition C4H8N3O2 and charge +1 in a non-equilibrium geometry.

Each line ends with the Löwdin charge.
Element x y z (Å)
C1 -0.28311 0.84663 1.24302  0.144
N1 0.32456 0.38300 0.19010  -0.211
C2 0.46889 1.03494 -1.05822  -0.016
C3 0.19372 -1.08995 0.19864  -0.121
N2 -1.19119 -1.48144 0.33657  0.081
C4 -2.09720 -0.69113 0.83914  0.039
N3 -3.28634 -0.92462 1.48654  -0.374
O1 -2.84670 -1.29833 2.62170  0.094
O2 -4.41681 -0.73747 1.12362  0.174
H1 -0.47315 1.94942 1.22649  0.154
H2 -0.20588 0.38245 2.14890  0.088
H3 0.31062 0.21376 -1.88859  0.142
H4 -0.28963 1.85061 -1.13000  0.119
H5 1.54836 1.37145 -1.09568  0.132
H6 0.63151 -1.54574 -0.71617  0.151
H7 0.83660 -1.36818 1.16665  0.196
H8 -1.35068 -2.44363 -0.06953  0.209

Properties
Gap between HOMO and LUMO in eV: 9.15
Total charge: +1
HOMO in eV: -14.24
Structure (SMILES): C=[N+](C)C[NH+]=C=[N+]([O-])[O-]
LUMO in eV: -5.09
Energy above the lowest of the compared OMol25 structures with the same formula, charge and spin in kJ/mol: 802.48

***

(3)
Density functional theory data (ωB97M-V/def2-TZVPD) for C32H56AsFN3OP2S5Sc as an isolated structure.

Each line ends with the Löwdin charge.
Element x y z (Å)
Sc1 0.76405 -0.33538 0.69166  0.340
S1 3.93715 -1.54299 4.28690  -0.180
As1 2.03797 -0.90647 3.54690  -0.486
S2 2.34422 0.91107 2.30862  0.073
S3 1.20579 -2.37581 2.12425  0.063
S4 0.59355 -0.44512 5.03461  -0.210
C1 1.64476 3.89876 0.80111  -0.300
P1 0.30920 2.62358 0.86372  0.820
C2 -0.29071 2.92995 2.58061  -0.291
C3 -0.84727 3.55167 -0.24624  -0.377
C4 -1.76413 4.52968 0.13385  -0.104
C5 -2.56830 5.16707 -0.80816  -0.108
C6 -2.46751 4.83630 -2.15338  -0.117
C7 -1.55663 3.86153 -2.55315  -0.099
C8 -0.76166 3.22339 -1.60680  -0.105
H1 2.08763 3.94077 -0.19123  -0.006
H2 2.42287 3.62181 1.51215  0.003
H3 1.23373 4.87527 1.07202  0.040
H4 -1.18676 3.55072 2.60039  0.020
H5 0.50633 3.41201 3.13704  0.036
H6 -0.49498 1.98437 3.07279  -0.002
H7 -1.85931 4.80981 1.17889  0.088
H8 -3.28085 5.92200 -0.48709  0.092
H9 -3.10682 5.32138 -2.88353  0.089
H10 -1.47626 3.58419 -3.59994  0.099
H11 -0.06934 2.44243 -1.91574  0.095
C9 6.61244 0.16278 -1.71315  -0.077
N1 6.23128 0.59423 -0.39793  -0.174
C10 6.89034 0.06898 0.78717  -0.139
C11 6.01701 0.60355 1.91221  -0.151
N2 5.29401 1.70673 1.25193  0.008
C12 5.32141 1.56308 -0.10043  -0.835
S5 4.43780 2.46071 -1.21977  0.568
H12 6.49276 -0.92211 -1.80294  0.084
H13 7.65792 0.41664 -1.92841  0.082
H14 5.97379 0.65856 -2.43608  0.038
H15 7.91800 0.44938 0.84552  0.113
H16 6.92914 -1.02086 0.76672  0.097
H17 6.61122 0.97456 2.74684  0.111
H18 5.30908 -0.13897 2.29228  0.036
H19 4.40089 1.87399 1.71844  0.006
C13 -2.78935 0.26914 -2.25390  -0.093
C14 -3.72669 0.11808 -1.02989  -0.578
C15 -4.04179 1.54284 -0.54565  -0.098
C16 -5.04951 -0.52267 -1.45688  -0.095
P2 -2.74038 -0.73244 0.34570  0.833
N3 -1.29199 -0.18497 0.38820  -0.319
C17 -2.86501 -2.59109 -0.02831  -0.576
C18 -2.49199 -2.77812 -1.51752  -0.096
C19 -1.76208 -3.32826 0.74731  -0.132
C20 -4.20616 -3.27101 0.25577  -0.093
C21 -3.65556 -0.43047 1.97371  -0.578
C22 -5.17357 -0.62139 1.98557  -0.093
C23 -3.01283 -1.38483 3.00390  -0.092
C24 -3.32533 1.00789 2.44506  -0.097
H20 -3.06887 1.16662 -2.81885  0.070
H21 -2.84731 -0.58319 -2.93232  0.063
H22 -1.74865 0.38361 -1.93554  0.054
H23 -4.37977 2.14210 -1.39683  0.080
H24 -3.15795 2.02619 -0.13331  0.061
H25 -4.83409 1.55647 0.20607  0.057
H26 -5.51350 0.12352 -2.21313  0.083
H27 -5.75318 -0.61492 -0.62535  0.058
H28 -4.92609 -1.50781 -1.90540  0.052
H29 -1.60038 -2.20252 -1.77700  0.058
H30 -3.29489 -2.49640 -2.19738  0.052
H31 -2.26510 -3.83603 -1.69550  0.084
H32 -1.63275 -4.32973 0.31554  0.087
H33 -0.81778 -2.81010 0.67028  -0.042
H34 -1.97436 -3.44630 1.80757  0.062
H35 -5.06128 -2.76129 -0.19491  0.054
H36 -4.38909 -3.36406 1.32955  0.060
H37 -4.16747 -4.28791 -0.15586  0.083
H38 -5.47728 -1.63926 1.73801  0.054
H39 -5.68475 0.06528 1.30553  0.051
H40 -5.53400 -0.40556 2.99879  0.084
H41 -3.33839 -2.41800 2.85612  0.055
H42 -3.31288 -1.08299 4.01387  0.083
H43 -1.92056 -1.35773 2.97750  0.059
H44 -4.11107 1.71765 2.18024  0.066
H45 -2.39157 1.34885 2.01319  0.028
H46 -3.20713 1.02344 3.53285  0.085
F1 1.72004 -2.47164 -5.35470  0.006
C25 1.56283 -2.00950 -4.08344  -0.314
C26 1.08500 -2.86636 -3.11328  -0.038
C27 0.92749 -2.37239 -1.81829  -0.170
C28 1.22631 -1.05910 -1.44590  -0.229
C29 1.71000 -0.25235 -2.48350  -0.148
C30 1.89112 -0.70405 -3.79726  -0.039
H47 0.84251 -3.89369 -3.36803  0.106
H48 0.56309 -3.06922 -1.06865  0.076
H49 1.99181 0.77649 -2.27742  0.056
H50 2.27778 -0.05482 -4.57754  0.104
C31 3.96325 -3.56675 -0.29105  -0.086
C32 4.44987 -2.34651 0.46529  -0.323
O1 3.72009 -1.16244 0.14498  -0.159
H51 4.57409 -4.43937 -0.02432  0.071
H52 4.02141 -3.41500 -1.37529  0.071
H53 2.92755 -3.76834 -0.02713  0.043
H54 5.51841 -2.19048 0.26141  0.079
H55 4.33257 -2.47971 1.53649  0.058
H56 3.78337 -1.00060 -0.80183  0.063

Properties
Gap between HOMO and LUMO in eV: 5.68
Total charge: -2
HOMO in eV: -1.61
LUMO in eV: 4.07
Energy above the lowest of the compared OMol25 structures with the same formula, charge and spin in kJ/mol: 0.00

***

(4)
Density functional theory data (ωB97M-V/def2-TZVPD) for C10H12BBrF6N5O4S4V as an isolated structure in a non-equilibrium geometry.

Each line ends with the Löwdin charge.
Element x y z (Å)
V1 -0.55619 0.78648 -0.81277  0.213
C1 -4.80645 0.48265 -0.17123  -0.033
N1 -3.99584 -0.22275 0.84135  -0.089
C2 -4.20716 -0.35776 2.20516  -0.032
C3 -3.19467 -1.10454 2.71562  -0.038
N2 -2.34391 -1.41902 1.66941  -0.038
B1 -1.00701 -2.22278 1.74903  -0.419
N3 0.27272 -1.26652 1.99530  0.024
C4 1.52219 -1.85146 2.08646  -0.083
C5 2.42101 -0.88741 2.24331  -0.098
N4 1.76938 0.32694 2.30734  -0.120
C6 2.42472 1.62706 2.41074  -0.037
C7 0.39628 0.11305 2.01400  -0.642
S1 -0.65155 1.37691 1.58370  0.671
C8 -2.83053 -0.91948 0.52209  -0.688
S2 -2.10903 -0.99892 -1.01442  0.741
H1 -5.52750 -0.26238 -0.55193  0.103
H2 -4.19689 0.91372 -0.97819  0.010
H3 -5.34284 1.26104 0.37538  0.095
H4 -5.04733 0.05024 2.69370  0.112
H5 -3.02672 -1.58539 3.66263  0.124
H6 -1.20792 -3.03929 2.63991  0.077
H7 -0.87171 -2.78071 0.68970  0.056
H8 1.65045 -2.92289 2.04753  0.138
H9 3.52175 -0.98512 2.33899  0.135
H10 3.49886 1.40043 2.53951  0.095
H11 2.01713 2.12876 3.33498  0.109
H12 2.24792 2.22996 1.49414  0.085
F1 0.90657 2.59132 -5.59103  0.095
C9 1.43647 2.19038 -4.37737  -0.504
F2 2.79103 2.23821 -4.54814  0.113
F3 0.96858 3.02142 -3.40113  0.096
S3 0.80472 0.37178 -3.96735  0.651
O1 -0.33631 0.52455 -3.09283  -0.429
O2 0.65341 -0.21792 -5.25067  -0.233
N5 1.98860 -0.35391 -3.14066  -0.299
S4 2.05561 -0.36805 -1.54387  0.713
O3 1.64168 0.97965 -0.95469  -0.418
O4 1.26609 -1.45776 -0.94226  -0.300
C10 3.93494 -0.52120 -1.18279  -0.571
F4 4.57063 -1.52235 -1.82838  0.156
F5 4.14218 -0.60436 0.13901  0.133
F6 4.37934 0.67269 -1.65843  0.116
Br1 -2.02267 2.58472 -1.29085  0.210

Properties
Gap between HOMO and LUMO (alpha / beta) in eV: 7.38 / 8.54
HOMO (alpha / beta) in eV: -8.71 / -8.73
Multiplicity: 3
LUMO (alpha / beta) in eV: -1.33 / -0.18

***

(5)
Density functional theory data (ωB97M-V/def2-TZVPD) for C18H18EuF2N7O4S as an isolated structure in a non-equilibrium geometry.

Each line ends with the Löwdin charge.
Element x y z (Å)
Eu1 0.68735 0.14134 0.90563  1.501
N1 2.42355 -0.87636 5.13063  0.043
C1 1.78545 -0.95926 3.94853  -0.950
S1 2.76975 -1.07006 2.55413  0.470
N2 0.46725 -1.07436 4.00243  -0.041
N3 -0.17705 -1.10066 2.83393  -0.148
C2 -1.42485 -1.45816 2.82823  -0.119
C3 -2.09925 -1.59406 1.56353  -0.281
C4 -3.47515 -1.84936 1.48633  -0.039
C5 -4.05425 -2.05906 0.25483  -0.094
C6 -3.25085 -2.02936 -0.87937  -0.085
C7 -1.90795 -1.72286 -0.72227  -0.152
N4 -1.33695 -1.50356 0.45263  0.024
H1 3.42275 -0.78186 5.12063  0.058
H2 1.90275 -0.72146 5.97483  0.079
H3 -1.94565 -1.71246 3.74973  0.105
H4 -4.06775 -1.86806 2.38783  0.101
H5 -5.11395 -2.24286 0.17243  0.094
H6 -3.66625 -2.21916 -1.85487  0.087
H7 -1.24685 -1.64766 -1.57877  0.109
C8 2.55705 -4.29396 -0.69527  -0.046
O1 3.27695 -3.12416 -1.07937  -0.032
C9 2.69635 -1.95996 -0.77187  -0.613
O2 1.56705 -1.85266 -0.31377  -0.081
N5 3.49315 -0.91156 -1.04447  0.019
N6 3.04275 0.38094 -0.72367  0.024
H8 3.11365 -5.13836 -1.09517  0.086
H9 1.54645 -4.26916 -1.10347  0.091
H10 2.50395 -4.35486 0.39243  0.098
H11 4.38685 -1.06306 -1.49857  0.151
H12 2.77815 0.90374 -1.58007  0.056
H13 3.77295 0.88754 -0.22217  0.098
O3 1.76715 1.80174 -2.87047  0.034
C10 0.67715 1.90004 -2.32757  -0.420
N7 0.32185 1.22014 -1.19507  0.020
C11 -0.93295 1.56364 -0.83217  -0.474
O4 -1.48515 1.12554 0.18223  -0.037
C12 -1.49215 2.51574 -1.82207  -0.082
C13 -2.71725 3.13384 -1.90467  -0.005
C14 -2.91305 4.02604 -2.95357  -0.089
C15 -1.90825 4.27974 -3.87167  -0.092
C16 -0.67235 3.64044 -3.78997  -0.013
C17 -0.48155 2.74934 -2.75647  -0.078
H14 -3.47965 2.93374 -1.16927  0.116
H15 -3.86025 4.53744 -3.03747  0.095
H16 -2.08325 5.00134 -4.65747  0.094
H17 0.11565 3.84124 -4.50217  0.112
F1 -0.04175 1.85714 2.31523  -0.272
C18 1.41165 1.90934 2.50593  -0.264
F2 1.80425 2.20654 1.10623  -0.291
H18 1.54275 2.90174 2.98503  0.032

Properties
Gap between HOMO and LUMO (alpha / beta) in eV: 4.44 / 6.25
Total charge: -1
HOMO (alpha / beta) in eV: -1.71 / -3.52
Multiplicity: 8
LUMO (alpha / beta) in eV: 2.73 / 2.72
Energy above the lowest of the compared OMol25 structures with the same formula, charge and spin in kJ/mol: 25.42

***

(6)
Density functional theory data (ωB97M-V/def2-TZVPD) for an isolated ion of composition C2H3IN and charge +1 in a non-equilibrium geometry.

Each line ends with the Löwdin charge.
Element x y z (Å)
C1 -0.69003 -1.09473 -0.53931  0.042
N1 -0.50286 0.05027 -0.06235  0.026
C2 0.91491 0.94590 0.23102  -0.504
I1 1.40405 1.38103 2.10293  1.171
H1 -0.10277 -1.90775 -0.61385  0.074
H2 -1.76553 -1.18114 -0.59947  0.116
H3 0.74223 1.80642 -0.51897  0.075

Properties
Gap between HOMO and LUMO (alpha / beta) in eV: 7.56 / 7.57
Total charge: +1
HOMO (alpha / beta) in eV: -15.15 / -15.15
Structure (SMILES): C=[N+]=CI
LUMO (alpha / beta) in eV: -7.59 / -7.59
Energy above the lowest of the compared OMol25 structures with the same formula, charge and spin in kJ/mol: 311.22